The following is a quantum chemistry calculation of a molecular structure, C9H19IN8O2Y, from the Open Molecules 2025 dataset.

XYZ file:
```
40
Properties=species:S:1:pos:R:3:forces:R:3
Y -0.138 0.110 -0.091 0.359 -0.110 0.175
N 2.053 0.194 1.870 -0.044 0.028 0.026
N 1.924 1.325 2.712 0.026 -0.073 -0.017
C 0.844 2.114 2.616 0.015 0.016 0.019
N 0.644 3.100 3.456 0.041 -0.058 -0.034
N 0.039 1.762 1.577 -0.002 0.069 0.153
N -1.173 2.334 1.369 0.196 -0.285 -0.129
O -1.639 3.250 1.948 -0.060 0.073 0.030
O -1.735 1.704 0.415 -0.361 0.237 -0.030
H 2.003 -0.639 2.458 0.012 0.002 -0.026
H 2.993 0.215 1.478 -0.013 -0.002 0.002
H 2.609 1.465 3.445 -0.024 0.014 0.002
H 1.280 3.271 4.224 -0.018 0.038 0.008
H -0.153 3.715 3.358 0.004 -0.006 0.008
N -1.570 0.137 -2.013 0.009 -0.008 -0.060
C -1.376 1.381 -2.843 -0.146 -0.026 0.056
C -0.007 1.460 -3.494 0.046 0.076 -0.149
C 1.171 1.771 -2.586 0.061 0.000 0.042
N 1.568 0.598 -1.714 -0.016 -0.031 -0.074
H -1.512 -0.670 -2.637 0.012 0.026 0.009
H -2.545 0.136 -1.705 0.018 -0.007 -0.002
H -1.547 2.237 -2.187 0.010 0.000 -0.026
H -2.153 1.409 -3.606 0.048 0.019 -0.026
H -0.057 2.270 -4.226 0.005 -0.002 0.019
H 0.199 0.565 -4.093 -0.017 -0.031 0.039
H 0.950 2.615 -1.925 -0.034 -0.015 -0.025
H 2.035 2.057 -3.186 -0.031 0.005 -0.013
H 2.468 0.829 -1.292 -0.015 0.003 -0.021
H 1.792 -0.178 -2.342 -0.014 0.026 0.006
I 0.833 -6.005 -0.788 0.082 -0.122 -0.080
C -0.152 -4.478 0.177 -0.130 0.289 0.120
C -1.145 -4.723 1.130 0.033 -0.113 -0.029
C -1.787 -3.665 1.756 0.064 0.112 -0.040
C -1.422 -2.376 1.420 -0.078 -0.097 0.044
N -0.469 -2.119 0.503 -0.028 0.096 -0.001
C 0.148 -3.154 -0.104 -0.006 -0.106 0.021
H -1.416 -5.741 1.379 -0.001 -0.001 -0.002
H -2.559 -3.838 2.493 -0.006 -0.003 0.008
H -1.908 -1.524 1.889 -0.003 -0.011 -0.002
H 0.909 -2.912 -0.840 0.007 -0.022 -0.001
```
Forces are in eV/Å.

## Properties
- M: 487.12 Da
- Gap between HOMO and LUMO: 6.80 eV
- Charge: +3
- Highest occupied orbital energy: -17.025 eV
- Energy relative to the best compared isomer or geometry (same formula, charge and spin): 0.0 kJ/mol